No. 1
Formula: C3H5F
Source: OMol25
Level of theory: the ωB97M-V functional and the def2-TZVPD basis

CARTESIAN COORDINATES (ANGSTROEM)
C 1.109 -0.284 -0.011
C -0.497 -0.627 0.136
C -1.242 0.556 -0.104
H 1.568 0.120 1.187
H 1.152 0.772 -0.904
H 1.602 -1.192 -0.528
H -2.283 0.876 0.187
H -0.616 1.559 0.073
F -0.793 -1.781 -0.036

Properties
Molecular weight ... 60.07 g/mol
Orbital gap ... 9.82 eV
Energy above the lowest of the compared OMol25 structures with the same formula, charge and spin ... 337.3 kJ/mol
E_tot ... -5905.13513 eV
LUMO energy ... 0.8 eV



No. 2
Formula: C24H17BaN4S
Source: OMol25
Level of theory: the ωB97M-V functional and the def2-TZVPD basis

CARTESIAN COORDINATES (ANGSTROEM)
Ba -0.460 -0.022 -1.090
C 0.150 4.704 0.149
C 0.403 4.801 1.505
C 0.401 3.651 2.278
C 0.140 2.423 1.680
N -0.108 2.336 0.368
C -0.096 3.446 -0.370
C 0.152 1.147 2.471
C 0.291 1.186 3.855
C 0.342 0.000 4.558
C 0.274 -1.193 3.867
C 0.134 -1.166 2.483
N 0.064 -0.013 1.802
C 0.102 -2.450 1.706
C 0.327 -3.678 2.319
C 0.314 -4.836 1.558
C 0.080 -4.747 0.198
C -0.133 -3.489 -0.336
N -0.129 -2.371 0.390
H 0.149 5.570 -0.497
H 0.609 5.760 1.962
H 0.618 3.730 3.331
H -0.284 3.325 -1.433
H 0.348 2.122 4.386
H 0.442 0.005 5.635
H 0.319 -2.123 4.409
H 0.526 -3.751 3.376
H 0.491 -5.794 2.027
H 0.068 -5.619 -0.439
H -0.306 -3.375 -1.403
S 2.666 0.016 -5.240
C 1.110 0.003 -5.930
C 0.135 -0.013 -4.976
C 0.600 -0.015 -3.619
C 1.980 -0.001 -3.639
C 2.865 -0.001 -2.474
C 4.263 0.007 -2.588
C 5.047 0.007 -1.457
C 4.440 -0.002 -0.204
C 3.063 -0.010 -0.167
N 2.287 -0.010 -1.256
H 0.996 0.006 -7.003
H -0.912 -0.026 -5.257
H 4.718 0.014 -3.568
H 6.126 0.013 -1.545
H 5.017 -0.003 0.710
H 2.542 -0.018 0.786

Properties
Charge ... +1
Molecular weight ... 530.82 g/mol
Orbital gap ... 6.44 eV
Energy above the lowest of the compared OMol25 structures with the same formula, charge and spin ... 18.9 kJ/mol
E_tot ... -42649.60596 eV
LUMO energy ... -3.3 eV



No. 3
Formula: C20H19N3O5
Source: OMol25
Level of theory: the ωB97M-V functional and the def2-TZVPD basis

CARTESIAN COORDINATES (ANGSTROEM)
C 5.578 -3.344 0.999
H 5.534 -3.597 -0.065
O 4.563 -3.994 1.727
C 3.267 -3.712 1.422
C 2.850 -2.835 0.432
C 1.494 -2.632 0.222
C 0.541 -3.268 0.999
C 0.966 -4.182 1.985
C 2.316 -4.394 2.186
H 2.681 -5.078 2.933
O -0.033 -4.806 2.674
C 0.320 -5.753 3.654
H 0.883 -6.585 3.221
H 0.904 -5.297 4.458
H -0.622 -6.123 4.056
N -0.840 -3.106 0.806
C -1.557 -1.963 0.617
O -2.761 -1.968 0.430
N -0.868 -0.783 0.724
N -1.512 0.374 0.288
C -0.790 1.336 -0.323
O 0.445 1.209 -0.382
C -1.506 2.506 -0.841
C -0.777 3.477 -1.533
C -1.444 4.612 -2.083
C -0.732 5.595 -2.796
C -1.382 6.680 -3.319
C -2.766 6.823 -3.148
C -3.479 5.881 -2.457
C -2.840 4.754 -1.908
C -3.546 3.765 -1.183
C -2.901 2.682 -0.673
H -3.466 1.952 -0.115
H -4.610 3.884 -1.042
H -4.546 5.989 -2.322
H -3.266 7.685 -3.566
H -0.834 7.432 -3.866
H 0.332 5.469 -2.918
O 0.541 3.392 -1.712
H 0.848 2.564 -1.255
H -2.510 0.229 0.192
H 0.141 -0.708 0.670
H -1.401 -3.911 1.051
H 1.188 -1.981 -0.582
H 3.555 -2.309 -0.190
H 5.525 -2.258 1.118
H 6.516 -3.706 1.416

Properties
Molecular weight ... 381.39 g/mol
Orbital gap ... 8.34 eV
Energy above the lowest of the compared OMol25 structures with the same formula, charge and spin ... 150.7 kJ/mol
E_tot ... -35756.64999 eV
LUMO energy ... 0.4 eV



No. 4
Formula: C42H112N8O12
Source: OMol25
Level of theory: the ωB97M-V functional and the def2-TZVPD basis

CARTESIAN COORDINATES (ANGSTROEM)
C 1.880 5.066 3.157
C 1.617 3.805 2.341
C 0.663 3.985 1.190
O 2.831 3.133 2.000
H 1.954 5.953 2.517
H 2.705 4.988 3.859
H 1.002 5.290 3.776
H 1.183 3.121 3.077
H -0.323 4.225 1.603
H 0.542 3.156 0.494
H 0.902 4.849 0.555
H 3.380 3.653 1.403
C -2.693 2.230 4.714
C -2.198 1.594 5.992
C -1.847 2.653 7.021
O -3.205 0.723 6.553
H -1.951 2.802 4.141
H -3.390 3.052 4.927
H -3.191 1.599 3.976
H -1.377 0.881 5.847
H -0.793 2.931 6.933
H -2.095 2.286 8.015
H -2.379 3.594 6.871
H -3.448 0.136 5.823
C 4.563 -3.943 0.213
O 3.589 -3.619 1.188
C 2.271 -4.011 0.895
C 1.526 -3.059 -0.030
N 1.718 -3.444 -1.437
C 1.349 -2.393 -2.396
C 1.706 -2.941 -3.761
O 3.096 -3.154 -3.927
C 3.829 -1.966 -3.745
H 4.320 -3.582 -0.790
H 4.712 -5.028 0.186
H 5.470 -3.457 0.567
H 1.721 -4.074 1.838
H 2.270 -5.039 0.509
H 1.879 -2.029 0.121
H 0.456 -3.194 0.157
H 2.662 -3.746 -1.639
H 1.913 -1.509 -2.071
H 0.295 -2.123 -2.317
H 1.344 -2.330 -4.600
H 1.182 -3.892 -3.876
H 4.870 -2.169 -4.009
H 3.881 -1.650 -2.702
H 3.452 -1.151 -4.370
C 2.017 1.349 -2.774
O 3.083 0.701 -2.125
C 2.981 0.758 -0.711
C 4.203 0.173 -0.067
N 5.383 0.900 -0.527
C 6.605 0.094 -0.641
C 7.585 0.650 -1.653
O 7.145 0.420 -2.983
C 6.647 1.569 -3.645
H 1.050 0.832 -2.689
H 2.277 1.467 -3.823
H 1.855 2.333 -2.303
H 2.078 0.182 -0.453
H 2.764 1.794 -0.417
H 4.293 -0.893 -0.319
H 4.106 0.349 1.008
H 5.172 1.297 -1.433
H 6.351 -0.912 -1.017
H 7.027 0.003 0.362
H 8.481 0.029 -1.537
H 7.883 1.686 -1.471
H 7.459 2.251 -3.916
H 5.978 2.147 -2.996
H 6.067 1.219 -4.493
C -3.129 0.451 0.761
C -1.790 0.843 0.159
C -0.585 0.505 1.036
O -0.680 0.950 2.344
C 0.402 0.448 3.111
N -1.523 0.215 -1.148
H -3.235 -0.574 1.103
H -3.862 0.666 -0.025
H -3.386 1.161 1.551
H -1.757 1.923 -0.014
H 0.242 0.996 0.492
H -0.348 -0.569 0.924
H 1.340 0.831 2.680
H 0.489 -0.640 2.984
H 0.288 0.750 4.144
H -1.193 -0.743 -1.047
H -2.446 0.109 -1.559
C -1.083 -3.166 3.175
C -1.893 -2.414 4.216
C -3.318 -2.140 3.747
O -3.803 -1.073 4.511
C -5.212 -0.905 4.462
N -1.853 -3.088 5.523
H -1.227 -2.649 2.217
H -1.372 -4.211 3.051
H -0.011 -3.146 3.368
H -1.401 -1.455 4.410
H -3.874 -3.065 3.961
H -3.311 -1.966 2.666
H -5.521 -0.521 3.486
H -5.467 -0.150 5.205
H -5.722 -1.837 4.717
H -2.614 -3.749 5.630
H -1.944 -2.422 6.279
C 5.309 1.466 4.710
C 4.408 1.914 5.849
C 3.557 0.719 6.291
O 2.408 1.085 7.004
C 1.412 0.101 6.933
N 5.260 2.383 6.950
H 4.813 0.859 3.953
H 6.210 0.974 5.080
H 5.705 2.338 4.179
H 3.737 2.717 5.543
H 4.200 0.072 6.918
H 3.332 0.051 5.444
H 0.580 0.211 7.626
H 1.807 -0.901 7.160
H 1.021 0.059 5.910
H 4.714 2.943 7.600
H 5.548 1.613 7.545
C -0.920 1.398 -5.448
C -1.513 2.775 -5.124
C -1.560 2.932 -3.624
O -2.095 4.172 -3.243
C -2.102 4.394 -1.861
N -0.731 3.813 -5.806
H -1.299 1.013 -6.396
H -1.205 0.620 -4.731
H 0.169 1.443 -5.489
H -2.544 2.701 -5.483
H -0.566 2.792 -3.165
H -2.213 2.138 -3.226
H -1.124 4.134 -1.429
H -2.891 3.818 -1.364
H -2.258 5.459 -1.703
H -0.138 4.231 -5.096
H -1.309 4.562 -6.164
C -5.494 0.912 -4.180
C -5.838 -0.470 -3.633
C -5.164 -0.681 -2.283
O -5.210 -1.937 -1.616
C -6.472 -2.480 -1.305
N -7.328 -0.500 -3.539
H -5.961 1.665 -3.547
H -5.791 0.974 -5.221
H -4.414 1.061 -4.055
H -5.488 -1.269 -4.294
H -5.419 0.162 -1.630
H -4.105 -0.620 -2.559
H -6.253 -3.359 -0.695
H -7.099 -2.735 -2.149
H -7.024 -1.847 -0.593
H -7.704 -1.312 -3.078
H -7.655 -0.627 -4.495
C -1.790 -2.249 -3.979
C -3.035 -2.590 -4.821
C -2.608 -3.256 -6.100
O -1.539 -2.561 -6.687
C -1.206 -3.071 -7.950
N -3.910 -3.472 -4.054
H -2.040 -1.703 -3.067
H -1.197 -1.555 -4.580
H -1.213 -3.146 -3.754
H -3.561 -1.657 -5.029
H -3.462 -3.221 -6.800
H -2.410 -4.329 -5.960
H -0.993 -4.149 -7.934
H -0.289 -2.573 -8.262
H -1.993 -2.917 -8.699
H -4.103 -3.070 -3.144
H -3.490 -4.384 -3.933

Properties
Molecular weight ... 921.40 g/mol
Orbital gap ... 9.09 eV
Energy above the lowest of the compared OMol25 structures with the same formula, charge and spin ... 192.1 kJ/mol
E_tot ... -81854.39889 eV
LUMO energy ... 0.4 eV